Entry 1:
Density functional theory data (ωB97M-V/def2-TZVPD) for C16H27IrN3O as an isolated structure in a non-equilibrium geometry.

Last column: natural (NBO) charge in e.
Cartesian coordinates (Å):
Ir1 0.696 -1.187 -0.870  1.17
C1 0.312 -3.890 0.221  -0.26
C2 1.499 -3.201 0.865  -0.26
N1 2.188 -2.385 -0.172  -0.49
C3 2.868 -3.177 -1.250  -0.27
C4 2.767 -2.383 -2.525  -0.26
N2 1.394 -1.805 -2.667  -0.48
C5 0.329 -2.660 -3.271  -0.26
C6 -0.103 -3.695 -2.272  -0.26
N3 -0.202 -3.035 -0.915  -0.49
H1 0.552 -4.876 -0.171  0.25
H2 -0.470 -4.030 0.965  0.27
H3 1.176 -2.514 1.648  0.24
H4 2.182 -3.920 1.324  0.28
H5 2.887 -1.807 0.296  0.44
H6 3.919 -3.331 -1.002  0.28
H7 2.412 -4.161 -1.308  0.23
H8 3.454 -1.536 -2.487  0.25
H9 3.032 -2.978 -3.401  0.27
H10 1.490 -1.004 -3.290  0.44
H11 -0.500 -1.994 -3.516  0.25
H12 0.666 -3.115 -4.205  0.27
H13 -1.070 -4.103 -2.567  0.28
H14 0.583 -4.535 -2.207  0.23
H15 -1.185 -2.833 -0.741  0.44
C7 -2.686 5.220 3.490  -0.68
C8 -2.069 4.272 2.536  0.27
C9 -2.117 2.880 2.775  -0.26
C10 -1.543 1.982 1.932  0.13
C11 -1.655 0.520 2.246  -0.65
C12 -0.854 2.490 0.746  -0.12
C13 -0.222 1.710 -0.166  0.33
O1 -0.087 0.374 -0.111  -0.79
C14 -0.823 3.932 0.488  0.16
C15 -0.149 4.519 -0.721  -0.67
C16 -1.423 4.762 1.383  -0.26
H16 -3.302 4.727 4.236  0.25
H17 -3.265 5.981 2.962  0.27
H18 -1.890 5.770 4.006  0.29
H19 -2.640 2.525 3.653  0.25
H20 -2.327 0.368 3.087  0.26
H21 -0.678 0.109 2.516  0.23
H22 -2.032 -0.044 1.394  0.22
H23 0.226 2.185 -1.030  0.21
H24 0.909 4.254 -0.772  0.24
H25 -0.213 5.602 -0.696  0.27
H26 -0.630 4.188 -1.645  0.25
H27 -1.408 5.831 1.209  0.25

Kohn-Sham gap   6.40 eV
Largest force on an atom   0.024 hartree/bohr
Net charge   +3

=====

Entry 2:
Density functional theory data (ωB97M-V/def2-TZVPD) for C2H6N2O2 as an isolated structure in a non-equilibrium geometry.

Last column: natural (NBO) charge in e.
Cartesian coordinates (Å):
C1 0.457 1.358 -0.500  0.11
C2 0.586 -0.509 0.069  -0.22
N1 0.645 2.485 0.036  -0.69
N2 1.812 -1.156 0.090  0.05
O1 2.643 -0.291 1.095  -0.74
O2 2.353 -1.257 -1.108  -0.75
H1 3.423 -0.802 0.943  0.45
H2 -0.084 1.482 -1.378  0.11
H3 0.179 -0.621 0.998  0.17
H4 -0.099 -1.049 -0.602  0.19
H5 1.197 2.299 0.838  0.33
H6 -13.111 -1.938 -0.482  -1.00

Kohn-Sham gap   3.90 eV
Largest force on an atom   0.069 hartree/bohr
Net charge   -2

=====

Entry 3:
Density functional theory data (ωB97M-V/def2-TZVPD) for a 9-piece molecular cluster, C14H39F6N12O11 overall in a non-equilibrium geometry.

Last column: Löwdin charge in e.
Cartesian coordinates (Å):
O1 0.159 -1.851 -0.687  0.39
H1 -0.013 -2.784 -0.540  0.18
H2 -0.505 -1.257 -0.330  0.19
H3 1.017 -1.659 -0.301  0.17
C1 5.107 -2.165 0.098  -0.40
O2 4.504 -3.208 -0.753  -0.12
O3 4.035 -1.207 0.291  -0.32
C2 5.725 -2.823 1.376  -0.53
F1 4.849 -3.153 2.413  0.07
F2 6.538 -3.857 1.186  0.13
F3 6.521 -1.926 1.990  0.10
C3 5.355 -4.051 -1.505  -0.32
C4 4.672 -4.411 -2.814  -0.10
H4 4.139 -3.529 -3.169  0.07
H5 5.340 -4.828 -3.568  0.07
H6 3.855 -5.127 -2.724  0.06
H7 5.285 -4.992 -0.959  0.10
H8 6.389 -3.946 -1.833  0.12
H9 5.888 -1.668 -0.478  0.13
C5 -3.697 2.499 2.000  -0.49
O4 -2.822 3.636 2.097  -0.11
O5 -2.945 1.683 1.199  -0.29
C6 -4.475 2.045 3.347  -0.55
F4 -5.738 2.576 3.418  0.07
F5 -4.797 0.747 3.579  0.09
F6 -3.786 2.387 4.383  0.16
C7 -3.305 4.805 2.749  -0.31
C8 -2.183 5.822 2.782  -0.09
H10 -2.485 6.814 3.117  0.07
H11 -1.326 5.391 3.298  0.08
H12 -1.923 6.094 1.759  0.06
H13 -3.679 4.713 3.768  0.10
H14 -4.129 5.234 2.178  0.11
H15 -4.508 2.825 1.350  0.11
C9 2.431 2.145 5.146  -0.77
O6 1.999 2.997 5.922  0.00
N1 3.565 1.548 5.396  0.16
N2 1.844 1.850 3.999  0.17
H16 4.003 1.692 6.294  0.12
H17 4.097 1.105 4.660  0.11
H18 0.893 2.185 3.932  0.12
H19 2.299 1.271 3.308  0.11
C10 -2.950 -5.416 -2.421  -0.79
O7 -2.016 -5.142 -1.675  0.01
N3 -3.306 -6.623 -2.773  0.16
N4 -3.844 -4.542 -2.751  0.16
H20 -4.161 -6.705 -3.306  0.11
H21 -2.583 -7.327 -2.754  0.12
H22 -4.635 -4.837 -3.306  0.11
H23 -3.490 -3.600 -2.670  0.12
C11 -1.164 -2.697 4.584  -0.75
O8 -0.463 -3.046 3.624  0.00
N5 -1.081 -1.633 5.322  0.17
N6 -2.179 -3.427 5.027  0.14
H24 -1.832 -1.449 5.972  0.11
H25 -0.312 -1.002 5.148  0.12
H26 -2.699 -3.097 5.827  0.10
H27 -2.451 -4.319 4.639  0.11
C12 0.750 4.684 -1.928  -0.86
O9 1.747 5.325 -2.204  0.02
N7 -0.360 4.923 -2.494  0.16
N8 0.669 3.685 -1.151  0.18
H28 -1.105 4.619 -1.885  0.11
H29 -0.460 5.708 -3.122  0.13
H30 1.508 3.336 -0.711  0.13
H31 -0.255 3.440 -0.823  0.12
C13 1.948 0.656 -5.229  -0.71
O10 1.171 -0.298 -5.526  -0.05
N9 2.812 0.543 -4.280  0.17
N10 1.897 1.868 -5.859  0.15
H32 2.893 -0.316 -3.756  0.13
H33 3.345 1.355 -4.004  0.12
H34 1.193 2.221 -6.490  0.11
H35 2.684 2.476 -5.679  0.09
C14 -3.836 0.881 -4.397  -0.83
O11 -3.945 0.997 -5.581  0.05
N11 -4.704 1.021 -3.474  0.17
N12 -2.688 0.632 -3.803  0.14
H36 -5.654 1.327 -3.629  0.13
H37 -4.297 0.785 -2.580  0.11
H38 -2.447 0.777 -2.832  0.10
H39 -1.893 0.592 -4.425  0.11

Kohn-Sham gap   5.48 eV
Largest force on an atom   0.129 hartree/bohr
Net charge   -1

=====

Q: Look up the largest force on an atom of the second one.
A: 0.069 hartree/bohr

=====

Q: Among the records above, which one has the highest largest force on an atom?
A: C14H39F6N12O11

=====

Q: The highest net charge belongs to which entry?
A: C16H27IrN3O